(1)
The following is a DFT calculation (ωB97M-V with the def2-TZVPD basis set) of a 8-piece molecular cluster, C38H59IN4O16P overall at a distorted geometry.

Summary:
Largest force on an atom   2.328 eV Å⁻¹
Kohn-Sham gap   8.84 eV
LUMO   -2.6 eV
Charge   +1

Last column: Löwdin charge in e.
Geometry (Å):
C: 0.6325 -1.9138 0.0272  -0.079
C: 0.2227 -0.7018 -0.8294  -0.196
C: -0.9571 0.0080 -0.1443  -0.108
N: -0.7877 1.4659 0.0341  0.005
C: 0.2872 2.2648 -0.3558  0.015
C: 0.0300 3.5374 0.0286  -0.239
C: 0.8022 4.8151 -0.0699  -0.632
I: 2.3400 4.5645 -1.5512  0.982
C: 1.3311 5.1696 1.3413  -0.264
C: 2.6236 4.4460 1.6947  -0.155
N: -1.2227 3.4898 0.6291  0.001
O: -1.8220 4.6079 1.1644  0.077
C: -2.8112 5.0139 0.3931  -0.280
N: -3.7832 5.0919 -0.1973  0.237
C: -1.6971 2.2290 0.6324  -0.257
P: -3.3559 1.7412 1.3651  0.893
N: -2.8867 0.4163 2.3598  -0.160
O: -3.8035 2.9054 2.4128  -0.285
H: 1.6116 -2.2426 -0.3058  0.081
H: -0.0842 -2.7191 -0.0623  0.065
H: 0.7339 -1.5863 1.0600  0.077
H: 1.1149 -0.0951 -0.9288  0.096
H: -0.1199 -1.0547 -1.7944  0.081
H: -1.1470 -0.4375 0.8231  0.096
H: -1.8438 -0.1483 -0.7523  0.132
H: 1.1556 1.8959 -0.8551  0.091
H: 0.1563 5.5940 -0.4587  0.077
H: 1.4093 6.2461 1.4481  0.115
H: 0.5916 4.8214 2.0619  0.102
H: 3.4937 4.9690 1.3096  0.065
H: 2.6336 3.4325 1.3134  0.048
H: 2.7665 4.3635 2.7619  0.060
H: -3.3935 0.5683 3.2280  0.028
H: -1.9228 0.6058 2.6202  0.021
H: -3.1196 3.0360 3.0934  0.041
O: 0.2921 -2.5175 -3.5498  0.089
C: -0.2383 -3.5799 -3.3605  -0.468
O: -0.9116 -3.8661 -2.2261  0.002
C: -1.3438 -5.2484 -2.2449  -0.132
C: -1.3646 -5.6390 -3.7163  -0.142
C: -0.2350 -4.7811 -4.2827  -0.047
H: -0.6300 -5.8371 -1.6663  0.132
H: -2.3221 -5.3213 -1.7741  0.118
H: -1.2401 -6.7060 -3.8800  0.126
H: -2.3107 -5.3427 -4.1690  0.095
H: 0.7352 -5.2743 -4.2056  0.138
H: -0.4186 -4.4779 -5.3095  0.129
O: 3.6754 2.1615 3.1438  0.089
C: 4.4199 2.3240 4.0736  -0.483
O: 4.8122 3.5446 4.4778  0.028
C: 5.7906 3.4257 5.5423  -0.136
C: 5.5542 2.0479 6.1398  -0.145
C: 5.0801 1.2554 4.9227  -0.068
H: 6.7904 3.5151 5.1130  0.086
H: 5.6336 4.2271 6.2613  0.127
H: 6.4373 1.6373 6.6236  0.120
H: 4.7540 2.0932 6.8814  0.115
H: 5.9126 0.8306 4.3605  0.135
H: 4.3679 0.4768 5.1815  0.122
O: 8.6889 3.2227 4.6091  0.093
C: 9.6179 3.9609 4.7927  -0.474
O: 10.1270 4.1909 6.0174  0.037
C: 11.1585 5.1962 5.9469  -0.145
C: 11.6333 5.1744 4.5008  -0.150
C: 10.3565 4.7846 3.7571  -0.069
H: 10.7225 6.1563 6.2283  0.128
H: 11.9450 4.9476 6.6541  0.126
H: 12.0677 6.1177 4.1779  0.118
H: 12.3858 4.3961 4.3698  0.120
H: 9.7463 5.6526 3.5030  0.133
H: 10.5540 4.1949 2.8669  0.127
O: -4.1492 -2.6269 -6.6625  0.121
C: -3.2368 -1.8656 -6.5201  -0.470
O: -2.6118 -1.7224 -5.3295  0.003
C: -1.6264 -0.6834 -5.4056  -0.156
C: -1.2908 -0.5532 -6.8843  -0.140
C: -2.6244 -0.9229 -7.5419  -0.061
H: -2.0569 0.2341 -4.9946  0.129
H: -0.7652 -0.9719 -4.8108  0.097
H: -0.9108 0.4293 -7.1547  0.118
H: -0.5360 -1.2919 -7.1572  0.121
H: -3.2817 -0.0602 -7.6577  0.133
H: -2.4954 -1.4233 -8.4970  0.127
O: -2.2806 1.7370 4.5991  0.055
C: -2.4576 1.9720 5.7745  -0.459
O: -3.2654 1.2294 6.5255  0.060
C: -3.3754 1.7943 7.8536  -0.124
C: -2.1247 2.6451 8.0178  -0.142
C: -1.8723 3.1092 6.5833  -0.064
H: -4.2926 2.3822 7.8995  0.133
H: -3.4393 0.9881 8.5782  0.131
H: -2.2467 3.4538 8.7338  0.122
H: -1.2942 2.0229 8.3525  0.123
H: -2.4174 4.0243 6.3439  0.136
H: -0.8160 3.2363 6.3629  0.128
O: -2.1517 -7.3313 -7.3179  0.121
C: -3.2302 -7.0453 -6.8890  -0.482
O: -3.4961 -6.9986 -5.5590  -0.004
C: -4.8945 -6.7262 -5.3412  -0.136
C: -5.3718 -6.0584 -6.6235  -0.143
C: -4.4866 -6.7209 -7.6775  -0.063
H: -5.4072 -7.6693 -5.1451  0.133
H: -4.9991 -6.0872 -4.4677  0.101
H: -6.4396 -6.1787 -6.7931  0.123
H: -5.1551 -4.9894 -6.5884  0.090
H: -4.9145 -7.6518 -8.0520  0.133
H: -4.2572 -6.0565 -8.5052  0.126
O: -7.1084 -5.0827 -2.7692  0.128
C: -6.1992 -4.3291 -2.5914  -0.487
O: -5.5798 -4.1954 -1.3885  0.027
C: -4.5970 -3.1492 -1.4551  -0.153
C: -4.2574 -3.0131 -2.9325  -0.148
C: -5.5805 -3.3770 -3.5984  -0.062
H: -5.0336 -2.2362 -1.0423  0.126
H: -3.7370 -3.4303 -0.8491  0.115
H: -3.8847 -2.0293 -3.2013  0.106
H: -3.4968 -3.7442 -3.2072  0.090
H: -6.2366 -2.5136 -3.7139  0.140
H: -5.4401 -3.8656 -4.5575  0.094

=====

(2)
The following is a DFT calculation (ωB97M-V with the def2-TZVPD basis set) of C6H10N2O2 as an isolated structure at a distorted geometry.

Summary:
Largest force on an atom   1.941 eV Å⁻¹
Kohn-Sham gap   10.28 eV
LUMO   0.3 eV
Energy above the lowest of the compared OMol25 structures with the same formula, charge and spin   2.284 eV

Last column: natural (NBO) charge in e.
Geometry (Å):
O: 0.9663 1.2142 -0.0636  -0.713
C: 0.7645 -0.1331 0.2302  0.124
C: 2.0398 -0.8756 0.0622  0.236
N: 2.9449 -1.4488 -0.3917  -0.296
C: -0.0574 -0.5602 1.4876  -0.071
C: -1.3090 0.3156 1.3541  -0.415
C: -1.6004 0.0671 -0.1519  -0.415
C: -0.4302 -0.8766 -0.4445  -0.047
N: -0.4811 -1.7825 0.7420  -0.602
H: 1.4377 1.6562 0.6518  0.492
H: 0.4164 -0.6803 2.4671  0.216
H: -2.1039 -0.0498 2.0146  0.228
H: -1.1136 1.3695 1.5860  0.214
H: -2.5490 -0.4559 -0.3207  0.229
H: -1.5704 0.9677 -0.7747  0.228
H: -0.3514 -1.3283 -1.4384  0.230
H: 0.2848 -2.4553 0.7052  0.366
O: 0.6273 1.7925 -2.8010  -0.972
H: 0.5926 1.8765 -1.8360  0.491
H: 1.4921 1.3870 -3.0780  0.475

=====

(3)
The following is a DFT calculation (ωB97M-V with the def2-TZVPD basis set) of C42H53BiGe2N3O4STe2 as an isolated structure at a distorted geometry.

Summary:
Largest force on an atom   2.644 eV Å⁻¹
Kohn-Sham gap (alpha / beta)   6.25 / 3.75 eV
LUMO (alpha / beta)   -5.8 / -8.3 eV
2S+1   2
<S²>   0.757
Energy above the lowest of the compared OMol25 structures with the same formula, charge and spin   2.375 eV
Charge   +2

Last column: Mulliken spin population.
Geometry (Å):
Bi: -1.1609 0.2353 0.6635  0.074
C: -4.3349 -1.1368 0.9796  0.000
C: -3.9501 -1.1622 2.4655  0.000
N: -2.5743 -0.6974 2.6978  -0.001
C: -2.4372 0.3257 3.7363  0.000
C: -2.9880 1.6983 3.3689  0.000
S: -2.3110 2.4284 1.8229  0.000
C: -3.7464 2.5101 0.6785  0.000
C: -4.6703 1.3017 0.6831  0.000
N: -3.9409 0.0974 0.3171  0.000
H: -3.8176 -1.9503 0.4681  0.001
H: -5.4119 -1.3417 0.9129  0.000
H: -4.6472 -0.5598 3.0512  0.000
H: -4.0789 -2.1933 2.8044  0.000
H: -1.9906 -1.4872 2.9619  0.000
H: -2.9414 0.0208 4.6627  0.000
H: -1.3728 0.4392 3.9548  -0.001
H: -4.0696 1.6970 3.2867  0.000
H: -2.7063 2.3971 4.1570  0.000
H: -4.2846 3.4207 0.9359  0.000
H: -3.2882 2.6387 -0.3034  0.000
H: -5.1094 1.1718 1.6713  0.000
H: -5.5039 1.5189 0.0020  0.000
H: -3.9523 -0.0222 -0.6903  0.000
O: -0.8260 1.2664 -1.7389  0.010
C: 0.0647 1.9843 -1.2431  -0.146
O: 0.2722 1.9280 0.0134  0.017
C: 0.9339 2.8475 -2.0669  0.017
C: 2.2779 2.9798 -1.7164  -0.003
C: 3.1367 3.6502 -2.5636  0.022
C: 2.6445 4.1935 -3.7430  0.002
C: 1.2937 4.1438 -4.0589  0.008
C: 0.4375 3.4516 -3.2211  0.000
N: 3.5887 4.8027 -4.6743  0.000
O: 3.1317 5.3413 -5.6514  0.001
O: 4.7606 4.6902 -4.4017  -0.001
H: 2.6453 2.5501 -0.7981  0.028
H: 4.1842 3.7643 -2.3340  0.002
H: 0.9414 4.6379 -4.9537  0.000
H: -0.6140 3.3748 -3.4564  0.000
Te: -0.7307 -1.8992 -1.4417  0.159
C: -0.6901 -2.0866 -3.5891  0.008
C: -1.4856 -1.3571 -4.4528  0.006
C: -1.4493 -1.6433 -5.8101  0.005
C: -0.6164 -2.6370 -6.2971  0.005
C: 0.1798 -3.3592 -5.4229  -0.004
C: 0.1428 -3.0872 -4.0657  0.013
C: -2.6588 -2.8878 -1.4882  0.001
C: -3.7270 -2.3628 -2.2081  0.006
C: -4.8816 -3.1094 -2.3727  0.002
C: -4.9688 -4.3782 -1.8205  0.000
C: -3.9159 -4.8917 -1.0804  0.001
C: -2.7609 -4.1489 -0.9156  -0.004
H: -2.1152 -0.5579 -4.0875  0.001
H: -2.0816 -1.0922 -6.4892  0.000
H: -0.5901 -2.8557 -7.3537  0.000
H: 0.8206 -4.1477 -5.7855  0.000
H: 0.7507 -3.6595 -3.3768  -0.005
H: -3.6554 -1.3807 -2.6607  -0.001
H: -5.7029 -2.7102 -2.9511  0.000
H: -5.8480 -4.9788 -1.9878  0.000
H: -3.9756 -5.8796 -0.6515  0.000
H: -1.9249 -4.5592 -0.3640  0.002
C: 2.3512 -3.3302 1.1120  0.008
Ge: 1.9425 -2.2464 2.7344  0.000
C: 0.4256 -3.1757 3.6407  0.000
C: 3.5776 -2.1835 3.8538  0.001
Ge: 1.1579 0.1078 2.0611  0.021
C: 0.7581 1.1709 3.7022  0.003
C: 0.3108 2.4876 3.6130  0.002
C: 0.2087 3.2862 4.7381  0.000
C: 0.5333 2.7674 5.9815  0.000
C: 0.9592 1.4538 6.0920  0.000
C: 1.0801 0.6671 4.9591  -0.001
C: 2.8259 1.0290 1.4867  0.041
C: 3.0155 2.3848 1.7236  -0.014
C: 4.2046 3.0049 1.3817  0.018
C: 5.2312 2.2733 0.8100  -0.012
C: 5.0658 0.9140 0.5942  0.014
C: 3.8688 0.3025 0.9188  -0.001
H: 2.5838 -4.3415 1.4387  0.000
H: 3.2167 -2.9542 0.5732  -0.003
H: 1.5097 -3.3791 0.4213  -0.002
H: 0.7993 -4.1177 4.0318  0.000
H: -0.3780 -3.3949 2.9391  0.000
H: 0.0376 -2.6010 4.4760  0.000
H: 4.1016 -3.1305 3.7450  0.000
H: 3.3499 -2.0470 4.9055  0.000
H: 4.2455 -1.3872 3.5400  0.000
H: 0.0575 2.8986 2.6449  -0.001
H: -0.1029 4.3166 4.6424  0.000
H: 0.4797 3.3947 6.8567  0.000
H: 1.2085 1.0441 7.0595  0.000
H: 1.4517 -0.3462 5.0488  0.000
H: 2.2290 2.9591 2.1856  -0.003
H: 4.3322 4.0591 1.5733  0.000
H: 6.1594 2.7550 0.5492  0.000
H: 5.8769 0.3297 0.1876  0.002
H: 3.7607 -0.7651 0.7682  -0.008
C: 1.5070 0.2090 -3.8297  0.027
Te: 2.1853 -0.5562 -1.9493  0.604
C: 4.2372 -0.5454 -2.6131  0.015
H: 2.1524 1.0328 -4.1096  0.018
H: 0.4900 0.5634 -3.7274  -0.016
H: 1.5448 -0.5621 -4.5912  0.021
H: 4.2929 -0.9896 -3.5997  0.017
H: 4.8415 -1.1181 -1.9242  0.006
H: 4.6166 0.4685 -2.6521  0.014